Arrangement i

Here is a single C4H5NO molecule from the OMol25 dataset. Energies are from wB97M-V/def2-TZVPD.

```
! wB97M-V def2-TZVPD RIJCOSX def2/J DEFGRID3
* xyz 0 1
C -2.163 -0.528 -0.262
C -0.831 -0.355 0.104
O -0.188 0.730 -0.422
C 1.137 0.901 0.089
C 2.078 -0.156 -0.212
N 2.889 -0.961 -0.328
H -2.814 0.228 -0.929
H -2.484 -1.540 0.208
H -0.181 -1.043 0.816
H 0.965 0.844 1.175
H 1.592 1.881 -0.238
*
```

E_HOMO: -9.2 eV
frontier orbital gap: 9.97 eV
structure (SMILES): C=COCC#N

---

Arrangement ii

Here is a molecular structure, C4H5NO from the OMol25 dataset. Energies are from wB97M-V/def2-TZVPD.

```
! wB97M-V def2-TZVPD RIJCOSX def2/J DEFGRID3
* xyz 0 1
C -1.666 0.141 -0.500
C -0.176 -0.044 -0.201
C 1.185 -0.114 1.314
O 1.349 -0.115 2.494
C 2.314 -0.138 0.370
N 2.706 -0.125 -0.721
H -2.287 -0.243 0.300
H -1.981 -0.403 -1.414
H -1.885 1.200 -0.672
H 0.335 0.865 -0.480
H 0.168 -1.032 -0.489
*
```

E_HOMO: -9.9 eV
frontier orbital gap: 9.70 eV

---

In kJ/mol, relative to the most stable structure: arrangement i 0.0; arrangement ii 87.7.

---

Arrangement i

Here is 2 unconnected molecules or ions with the total composition C5H11O2 from the OMol25 dataset. Energies are from wB97M-V/def2-TZVPD.

```
! wB97M-V def2-TZVPD RIJCOSX def2/J DEFGRID3
* xyz -1 1
C -0.183 1.678 -0.543
C -0.530 1.472 0.959
C -0.688 0.572 -1.452
H -0.735 2.557 -0.901
H 0.876 1.907 -0.580
H -0.694 0.445 1.271
H -1.384 2.062 1.295
H -0.089 -0.330 -1.362
H -1.764 0.409 -1.400
H 0.319 1.888 1.506
H -0.637 0.850 -2.521
C 1.348 -1.540 0.559
C 0.058 -2.447 0.502
O -0.425 -2.796 1.602
O -0.346 -2.709 -0.655
H 1.974 -1.918 1.368
H 1.050 -0.516 0.757
H 1.850 -1.584 -0.405
*
```

E_HOMO: -3.9 eV
frontier orbital gap: 7.68 eV

---

Arrangement ii

Here is 2 unconnected molecules or ions with the total composition C5H11O2 from the OMol25 dataset. Energies are from wB97M-V/def2-TZVPD.

```
! wB97M-V def2-TZVPD RIJCOSX def2/J DEFGRID3
* xyz -1 1
C -1.147 0.938 -0.795
C -2.213 2.069 -0.876
C -1.483 -0.202 0.125
H -1.062 0.739 -1.804
H -0.012 1.224 -0.577
H -2.092 2.932 -1.583
H -2.419 2.525 0.067
H -2.562 -0.599 -0.316
H -0.781 -1.173 0.031
H -3.079 1.539 -1.294
H -1.488 0.146 1.099
C 3.037 -0.932 0.599
C 2.045 -2.004 1.217
O 2.073 -1.959 2.401
O 1.366 -2.836 0.568
H 3.736 -0.634 1.361
H 2.448 -0.312 0.007
H 3.633 -1.461 -0.230
*
```

E_HOMO: -3.6 eV
frontier orbital gap: 7.00 eV

---

Arrangement iii

Here is 2 unconnected molecules or ions with the total composition C5H11O2 from the OMol25 dataset. Energies are from wB97M-V/def2-TZVPD.

```
! wB97M-V def2-TZVPD RIJCOSX def2/J DEFGRID3
* xyz -1 1
C -0.394 1.030 -1.718
C -1.444 1.408 -0.660
O -1.096 2.246 0.202
O -2.522 0.781 -0.768
H -0.169 -0.039 -1.610
H 0.550 1.574 -1.657
H -0.740 1.152 -2.737
C 2.120 -1.529 0.626
C 1.443 -2.847 1.051
C 1.291 -0.338 1.062
H 3.138 -1.573 1.030
H 2.221 -1.524 -0.461
H 0.856 -3.320 0.268
H 0.762 -2.666 1.872
H 1.270 -0.252 2.149
H 1.571 0.637 0.687
H 2.163 -3.606 1.368
H 0.264 -0.506 0.729
*
```

E_HOMO: -3.9 eV
frontier orbital gap: 7.47 eV

---

In kJ/mol, relative to the most stable structure: arrangement i 17.4; arrangement ii 155.9; arrangement iii 0.0.

---

Arrangement i

Here is 2 unconnected molecules or ions with the total composition C5H11O2 from the OMol25 dataset. Energies are from wB97M-V/def2-TZVPD.

```
! wB97M-V def2-TZVPD RIJCOSX def2/J DEFGRID3
* xyz -1 1
C 0.840 -1.875 -0.460
C 1.866 -1.481 0.575
C -0.107 -0.748 -1.095
O 0.111 0.331 -0.611
O -0.897 -1.027 -2.020
H 1.368 -2.460 -1.310
H 0.110 -2.638 -0.143
H 2.849 -1.606 0.100
H 1.850 -2.206 1.380
H 1.740 -0.612 1.160
C -0.695 1.753 1.990
C -1.242 2.686 0.865
H 0.235 1.283 1.666
H -0.480 2.354 3.037
H -1.349 0.903 1.994
H -1.279 2.003 -0.029
H -0.562 3.541 0.531
H -2.167 3.000 1.414
*
```

E_HOMO: -4.0 eV
frontier orbital gap: 8.09 eV

---

Arrangement ii

Here is 2 unconnected molecules or ions with the total composition C5H11O2 from the OMol25 dataset. Energies are from wB97M-V/def2-TZVPD.

```
! wB97M-V def2-TZVPD RIJCOSX def2/J DEFGRID3
* xyz -1 1
C -0.977 -1.358 2.378
C -0.126 -0.130 2.633
H -0.734 -2.094 3.113
H -2.066 -1.122 2.595
H -0.721 -1.850 1.470
H 0.579 -0.126 1.855
H 0.312 -0.078 3.634
H -0.728 0.841 2.512
C 0.434 0.464 -1.405
C 0.177 -0.302 -2.739
C 0.623 1.922 -1.688
O 1.756 2.182 -2.259
O -0.212 2.694 -1.263
H -0.396 0.201 -0.565
H 1.568 0.224 -1.121
H 0.438 0.287 -3.601
H -0.820 -0.696 -2.709
H 0.892 -1.058 -2.841
*
```

E_HOMO: -3.7 eV
frontier orbital gap: 7.21 eV

---

In kJ/mol, relative to the most stable structure: arrangement i 0.0; arrangement ii 10.6.

---

Arrangement i

Here is 2 unconnected molecules or ions with the total composition C4H12O from the OMol25 dataset. Energies are from wB97M-V/def2-TZVPD.

```
! wB97M-V def2-TZVPD RIJCOSX def2/J DEFGRID3
* xyz 1 2
C -1.172 -0.755 0.825
C -0.897 2.120 -0.882
C 0.180 0.911 -0.737
C 0.139 -0.034 0.622
H -2.013 -0.024 0.857
H -1.193 -1.454 -0.143
H -1.465 -1.337 1.714
H -0.767 2.918 -0.235
H -1.011 2.673 -1.773
H -1.934 1.650 -0.621
H -0.162 0.369 -1.514
H 1.074 1.482 -0.955
H 0.245 0.752 1.494
H 0.803 -0.950 0.649
H 3.535 -2.816 0.088
H 1.972 -2.798 -0.012
O 2.665 -2.708 0.623
*
```

E_HOMO (alpha / beta): -15.2 / -15.0 eV
<S²>: 0.753
frontier orbital gap (alpha / beta): 12.06 / 4.42 eV

---

Arrangement ii

Here is 2 unconnected molecules or ions with the total composition C4H12O from the OMol25 dataset. Energies are from wB97M-V/def2-TZVPD.

```
! wB97M-V def2-TZVPD RIJCOSX def2/J DEFGRID3
* xyz 1 2
C 1.471 -0.959 -1.041
C 1.161 -2.218 -0.158
H 0.745 -0.752 -1.820
H 1.623 -0.153 -0.315
H 2.507 -1.033 -1.382
H 1.652 -3.058 -0.647
H 0.137 -2.551 -0.293
H 1.366 -2.039 0.889
C -1.127 1.836 0.041
C -0.868 0.590 0.944
O -1.687 2.923 0.726
H -0.213 2.132 -0.447
H -1.776 1.713 -0.866
H -1.748 0.438 1.564
H -2.608 2.628 0.963
H -0.024 0.694 1.627
H -0.613 -0.192 0.216
*
```

E_HOMO (alpha / beta): -14.8 / -14.8 eV
<S²>: 0.754
frontier orbital gap (alpha / beta): 10.61 / 4.20 eV

---

In kJ/mol, relative to the most stable structure: arrangement i 122.0; arrangement ii 0.0.

---

Arrangement i

Here is a single C5H8N2 molecule from the OMol25 dataset. Energies are from wB97M-V/def2-TZVPD.

```
! wB97M-V def2-TZVPD RIJCOSX def2/J DEFGRID3
* xyz 0 1
C 0.706 1.354 -0.216
N 0.733 -0.064 -0.655
C -0.380 -0.010 -1.544
C -1.474 -0.544 -0.972
C -1.090 -1.027 0.332
C 0.231 -0.741 0.486
N 1.090 -0.980 1.551
H 1.504 1.634 0.461
H 0.768 2.009 -1.102
H -0.195 1.280 0.447
H -0.254 0.525 -2.475
H -2.472 -0.554 -1.389
H -1.753 -1.469 1.065
H 1.941 -0.434 1.552
H 0.646 -0.980 2.459
*
```

E_HOMO: -7.6 eV
frontier orbital gap: 8.61 eV
structure (SMILES): Cn1cccc1N

---

Arrangement ii

Here is a single C5H8N2 molecule from the OMol25 dataset. Energies are from wB97M-V/def2-TZVPD.

```
! wB97M-V def2-TZVPD RIJCOSX def2/J DEFGRID3
* xyz 0 1
C -0.727 1.206 0.072
C -0.134 -0.200 -0.128
C 1.382 -0.239 -0.415
C 1.921 0.885 0.346
N 1.838 1.902 0.891
C -0.732 -1.381 0.548
N -0.814 -1.240 -0.903
H -0.891 1.681 -0.904
H -1.667 1.152 0.623
H -0.070 1.896 0.660
H 1.576 -0.064 -1.478
H 1.821 -1.208 -0.156
H -1.641 -1.222 1.126
H -0.110 -2.202 0.904
H -1.751 -0.966 -1.186
*
```

E_HOMO: -9.9 eV
frontier orbital gap: 10.78 eV
structure (SMILES): C[C@@]1(CC#N)CN1

---

In kJ/mol, relative to the most stable structure: arrangement i 0.0; arrangement ii 20.6.

---

Arrangement i

Here is a single C5H8N2 molecule from the OMol25 dataset. Energies are from wB97M-V/def2-TZVPD.

```
! wB97M-V def2-TZVPD RIJCOSX def2/J DEFGRID3
* xyz 0 1
N -0.305 -0.312 2.887
C -0.273 0.175 1.838
C -0.232 0.810 0.492
N -1.381 1.664 0.224
C -0.114 -0.246 -0.611
C 0.609 -1.543 -0.399
C 1.196 -0.498 -1.301
H 0.657 1.451 0.485
H -1.434 2.420 0.899
H -2.239 1.126 0.314
H -1.002 -0.281 -1.239
H 1.079 -1.705 0.568
H 0.180 -2.434 -0.846
H 1.191 -0.668 -2.374
H 2.067 0.042 -0.937
*
```

E_HOMO: -10.3 eV
frontier orbital gap: 11.30 eV
structure (SMILES): N#C[C@H](N)C1CC1

---

Arrangement ii

Here is a single C5H8N2 molecule from the OMol25 dataset. Energies are from wB97M-V/def2-TZVPD.

```
! wB97M-V def2-TZVPD RIJCOSX def2/J DEFGRID3
* xyz 0 1
C 2.610 0.097 -0.251
C 1.164 -0.062 0.106
C 0.070 0.339 -0.611
N -1.032 -0.061 0.110
C -2.418 0.178 -0.235
C -0.553 -0.672 1.224
N 0.759 -0.696 1.258
H 3.230 -0.029 0.640
H 2.927 -0.650 -0.988
H 2.813 1.087 -0.673
H -0.023 0.858 -1.556
H -2.499 0.321 -1.316
H -3.021 -0.690 0.042
H -2.815 1.064 0.270
H -1.213 -1.084 1.980
*
```

E_HOMO: -8.4 eV
frontier orbital gap: 9.31 eV
structure (SMILES): Cc1cn(C)cn1

---

Arrangement iii

Here is a molecular structure, C5H8N2 from the OMol25 dataset. Energies are from wB97M-V/def2-TZVPD.

```
! wB97M-V def2-TZVPD RIJCOSX def2/J DEFGRID3
* xyz 0 1
C 1.443 0.689 -0.064
C 1.358 -0.687 0.090
C -0.180 -0.749 -0.314
C -1.599 -0.998 0.190
C -0.121 0.597 0.360
H 2.138 1.564 0.383
H 1.428 0.702 -1.188
H 1.839 -1.279 -0.794
H 1.747 -0.782 1.147
H -0.304 -0.727 -1.422
H -2.004 -1.945 0.229
H -1.871 2.042 0.070
H -0.410 0.366 1.620
N -2.190 0.125 -0.026
N -1.273 1.083 -0.280
*
```

E_HOMO: -8.9 eV
frontier orbital gap: 10.00 eV

---

In kJ/mol, relative to the most stable structure: arrangement i 124.2; arrangement ii 0.0; arrangement iii 654.7.